# 1
Below is 7 unconnected molecules or ions with the total composition C66H147BrN2O2P3, with properties calculated with the ωB97M-V functional and the def2-TZVPD basis.

* Kohn-Sham gap: 0.322 hartree
* electronic energy: -6460.191281 a.u.
* net charge: +3

```
221
C66H147BrN2O2P3, DFT the ωB97M-V functional and the def2-TZVPD basis
Br 5.932 -28.223 -1.611
C 12.277 -34.195 -1.607
C 10.995 -33.951 -2.385
C 10.853 -32.497 -2.889
C 12.087 -31.706 -3.364
P 12.524 -31.916 -5.115
C 12.415 -33.688 -5.512
C 11.084 -34.235 -5.868
C 11.144 -35.692 -6.491
C 11.633 -36.805 -5.582
C 11.381 -30.859 -5.967
C 11.774 -30.560 -7.512
C 10.999 -29.329 -7.948
C 9.497 -29.318 -7.621
C 14.219 -31.421 -5.434
C 14.577 -30.001 -4.974
C 16.115 -29.633 -5.127
C 16.392 -28.190 -4.714
H 12.109 -34.859 -0.735
H 12.691 -33.303 -1.132
H 13.013 -34.652 -2.285
H 10.102 -34.123 -1.775
H 10.935 -34.748 -3.144
H 10.451 -31.975 -2.011
H 10.015 -32.464 -3.623
H 13.016 -32.016 -2.830
H 11.904 -30.637 -3.169
H 12.852 -34.167 -4.679
H 13.071 -33.842 -6.371
H 10.628 -33.563 -6.587
H 10.416 -34.229 -4.972
H 11.733 -35.586 -7.408
H 10.094 -35.878 -6.828
H 12.666 -36.620 -5.076
H 11.680 -37.710 -6.193
H 10.967 -36.985 -4.662
H 11.364 -29.905 -5.462
H 10.450 -31.432 -5.871
H 11.572 -31.438 -8.097
H 12.867 -30.415 -7.606
H 11.111 -29.181 -9.030
H 11.469 -28.428 -7.517
H 8.914 -28.700 -8.309
H 9.293 -28.870 -6.659
H 9.124 -30.331 -7.686
H 14.431 -31.513 -6.504
H 14.893 -32.159 -4.905
H 14.311 -29.708 -3.962
H 13.988 -29.344 -5.605
H 16.403 -29.685 -6.195
H 16.744 -30.338 -4.577
H 15.780 -27.616 -5.431
H 17.460 -27.847 -4.907
H 16.062 -27.952 -3.690
C 6.590 -33.642 -1.346
C 6.111 -32.665 -0.291
C 4.742 -32.105 -0.617
C 4.274 -31.207 0.554
P 2.510 -30.627 0.619
C 1.888 -29.935 -0.988
C 1.810 -31.083 -2.129
C 0.736 -30.922 -3.230
C 0.814 -32.013 -4.328
C 2.537 -29.207 1.767
C 3.020 -27.941 1.202
C 3.134 -26.806 2.214
C 3.574 -25.474 1.529
C 1.409 -31.809 1.543
C 0.884 -33.168 1.155
C 1.933 -34.317 1.182
C 1.293 -35.713 1.444
H 5.984 -34.549 -1.339
H 7.655 -33.950 -1.146
H 6.494 -33.312 -2.408
H 6.772 -31.813 -0.159
H 6.066 -33.130 0.687
H 4.081 -32.960 -0.755
H 4.813 -31.368 -1.417
H 4.867 -30.296 0.621
H 4.388 -31.714 1.489
H 2.593 -29.202 -1.358
H 0.966 -29.380 -0.838
H 1.633 -32.017 -1.569
H 2.777 -31.254 -2.643
H 0.754 -29.940 -3.699
H -0.240 -30.927 -2.692
H 1.832 -32.024 -4.784
H 0.053 -31.824 -5.100
H 0.666 -33.003 -3.961
H 3.218 -29.609 2.556
H 1.517 -29.023 2.143
H 2.344 -27.597 0.394
H 3.987 -28.136 0.676
H 3.846 -27.066 3.003
H 2.131 -26.840 2.622
H 4.516 -25.804 1.031
H 3.797 -24.640 2.162
H 2.858 -25.180 0.756
H 0.535 -31.171 1.713
H 1.932 -31.807 2.496
H 0.413 -33.115 0.153
H 0.051 -33.541 1.772
H 2.706 -34.144 1.950
H 2.403 -34.287 0.187
H 0.680 -35.700 2.367
H 2.123 -36.418 1.677
H 0.661 -36.148 0.641
C 1.473 -29.127 -9.056
C 2.516 -27.992 -8.855
C 3.268 -28.005 -7.543
C 4.025 -26.712 -7.323
P 4.763 -26.657 -5.705
C 5.907 -27.967 -5.527
C 5.349 -29.283 -5.011
C 6.406 -30.408 -5.091
C 6.351 -31.044 -6.445
C 5.713 -25.202 -5.382
C 6.663 -24.685 -6.507
C 7.707 -25.735 -7.012
C 9.117 -25.189 -7.323
C 3.472 -26.808 -4.425
C 2.298 -25.747 -4.442
C 1.220 -26.137 -3.413
C 0.243 -25.007 -3.069
H 0.647 -28.996 -8.339
H 1.921 -30.039 -8.750
H 1.127 -29.188 -10.058
H 1.973 -27.040 -8.946
H 3.210 -27.880 -9.690
H 3.924 -28.913 -7.503
H 2.570 -28.142 -6.725
H 3.329 -25.909 -7.448
H 4.805 -26.483 -7.985
H 6.614 -27.492 -4.827
H 6.440 -28.084 -6.440
H 4.541 -29.627 -5.738
H 5.004 -29.037 -3.993
H 6.163 -31.165 -4.348
H 7.423 -30.021 -4.859
H 6.300 -30.253 -7.215
H 5.432 -31.674 -6.519
H 7.227 -31.684 -6.667
H 6.238 -25.478 -4.466
H 5.032 -24.436 -4.998
H 7.132 -23.793 -6.132
H 5.970 -24.368 -7.274
H 7.264 -26.273 -7.927
H 7.793 -26.523 -6.255
H 9.778 -26.011 -7.586
H 9.631 -24.734 -6.492
H 9.117 -24.469 -8.167
H 3.984 -26.752 -3.423
H 3.064 -27.860 -4.534
H 1.947 -25.799 -5.470
H 2.597 -24.703 -4.277
H 1.785 -26.522 -2.570
H 0.653 -26.981 -3.858
H 0.780 -24.172 -2.610
H -0.593 -25.244 -2.411
H -0.089 -24.637 -4.052
C 14.518 -23.200 -2.984
C 13.352 -22.825 -2.011
C 12.082 -23.157 -2.724
N 10.797 -23.156 -1.933
C 10.734 -24.286 -0.959
C 10.613 -21.886 -1.246
C 9.070 -21.723 -1.137
C 8.462 -22.680 -2.194
C 9.623 -23.372 -2.839
H 14.457 -22.761 -3.989
H 14.456 -24.271 -3.145
H 15.481 -22.995 -2.507
H 13.376 -21.751 -1.742
H 13.443 -23.427 -1.143
H 12.251 -24.179 -3.152
H 11.826 -22.464 -3.557
H 11.619 -24.171 -0.331
H 10.711 -25.228 -1.495
H 9.871 -24.208 -0.311
H 11.109 -21.838 -0.270
H 11.070 -21.095 -1.810
H 8.717 -21.809 -0.160
H 8.865 -20.700 -1.443
H 7.859 -23.403 -1.682
H 7.833 -22.224 -2.933
H 9.431 -24.437 -3.068
H 9.851 -22.802 -3.778
C 8.164 -29.001 5.271
C 8.403 -28.427 3.903
C 8.888 -29.461 2.905
N 9.423 -28.865 1.596
C 9.732 -30.032 0.619
C 10.718 -28.164 1.793
C 10.793 -27.077 0.729
C 9.285 -26.617 0.624
C 8.508 -27.881 0.901
H 8.848 -29.799 5.513
H 7.160 -29.423 5.408
H 8.255 -28.349 6.120
H 9.129 -27.671 4.045
H 7.556 -27.897 3.509
H 8.089 -30.146 2.699
H 9.689 -30.022 3.369
H 8.792 -30.525 0.389
H 10.429 -30.645 1.125
H 10.194 -29.544 -0.239
H 11.542 -28.877 1.877
H 10.577 -27.673 2.750
H 11.031 -27.442 -0.252
H 11.447 -26.213 0.966
H 8.954 -26.351 -0.359
H 8.991 -25.871 1.371
H 8.162 -28.281 -0.065
H 7.600 -27.812 1.492
C 9.364 -27.191 -3.953
C 10.615 -27.243 -2.917
O 10.741 -28.240 -2.172
O 11.295 -26.179 -2.993
H 8.648 -27.951 -3.765
H 9.840 -27.390 -4.908
H 8.861 -26.245 -4.041
```

Mulliken population analysis, charges in e, atoms 1 to 8: Br -0.5630; C -1.4611; C 0.3626; C 0.1371; C -0.8399; P 1.1109; C -1.0851; C -0.3215

***

# 2
Below is 12 unconnected molecules or ions with the total composition C66H150N6O18, with properties calculated with the ωB97M-V functional and the def2-TZVPD basis.

* Kohn-Sham gap: 0.298 hartree
* energy above the lowest of the compared OMol25 structures with the same formula, charge and spin: 106.06 kJ/mol
* electronic energy: -4287.120259 a.u.
* net charge: 0
* structure (SMILES): CC1(C)CCCC(C)(C)N1O.CC1(C)CCCC(C)(C)N1O.CC1(C)CCCC(C)(C)N1O.CC1(C)CCCC(C)(C)N1O.CC1(C)CCCC(C)(C)N1O.CC1(C)CCCC(C)(C)N1O.OCCO.OCCO.OCCO.OCCO.OCCO.OCCO

```
240
C66H150N6O18, DFT the ωB97M-V functional and the def2-TZVPD basis
C 23.409 -28.794 -18.677
C 23.836 -29.977 -19.586
C 24.526 -31.035 -18.734
C 23.510 -31.781 -17.849
C 22.423 -32.394 -18.714
C 21.804 -31.517 -19.847
N 22.812 -30.610 -20.391
O 22.214 -29.666 -21.271
C 21.377 -32.488 -20.944
C 20.614 -30.704 -19.337
C 24.975 -29.474 -20.503
H 24.281 -28.141 -18.585
H 23.228 -29.020 -17.628
H 22.659 -28.252 -19.252
H 24.829 -31.832 -19.435
H 25.404 -30.693 -18.197
H 23.212 -31.014 -17.129
H 23.999 -32.589 -17.303
H 21.563 -32.611 -18.078
H 22.825 -33.312 -19.143
H 20.746 -33.302 -20.585
H 20.746 -31.925 -21.643
H 22.216 -32.881 -21.515
H 20.945 -29.850 -18.748
H 20.006 -30.312 -20.152
H 19.957 -31.322 -18.718
H 25.938 -29.398 -20.011
H 24.738 -28.488 -20.937
H 24.995 -30.078 -21.417
H 22.888 -29.494 -21.937
C 35.668 -31.574 -8.981
C 34.600 -30.740 -9.682
C 34.679 -31.227 -11.152
C 33.442 -30.872 -12.004
C 32.192 -31.386 -11.313
C 32.057 -30.966 -9.858
N 33.305 -31.182 -9.159
O 33.181 -30.892 -7.783
C 31.493 -29.547 -9.741
C 30.997 -31.889 -9.278
C 34.868 -29.245 -9.646
H 35.978 -31.149 -8.021
H 36.578 -31.589 -9.592
H 35.429 -32.627 -8.844
H 35.521 -30.737 -11.650
H 34.861 -32.298 -11.287
H 33.543 -31.303 -13.000
H 33.444 -29.776 -12.044
H 32.367 -32.472 -11.283
H 31.226 -31.166 -11.757
H 30.414 -29.593 -9.938
H 31.501 -29.155 -8.718
H 31.862 -28.727 -10.360
H 30.685 -31.645 -8.257
H 30.069 -31.749 -9.846
H 31.222 -32.955 -9.325
H 34.194 -28.659 -10.270
H 35.879 -29.083 -10.022
H 34.718 -28.870 -8.632
H 33.425 -31.719 -7.354
C 25.019 -27.645 -9.026
C 23.989 -28.101 -10.017
C 24.369 -29.355 -10.797
C 23.194 -30.158 -11.391
C 21.973 -30.280 -10.466
C 21.535 -28.965 -9.861
N 22.686 -28.245 -9.370
O 22.383 -27.189 -8.499
C 20.746 -28.170 -10.944
C 20.570 -29.219 -8.710
C 23.802 -26.974 -11.080
H 24.800 -26.688 -8.564
H 25.975 -27.513 -9.539
H 25.173 -28.393 -8.245
H 24.993 -29.053 -11.637
H 24.876 -30.078 -10.149
H 23.559 -31.165 -11.583
H 22.867 -29.713 -12.337
H 22.320 -30.991 -9.703
H 21.158 -30.758 -11.009
H 21.211 -28.167 -11.928
H 19.726 -28.540 -11.068
H 20.642 -27.134 -10.602
H 21.139 -29.675 -7.887
H 20.189 -28.321 -8.227
H 19.787 -29.934 -8.958
H 23.107 -27.348 -11.832
H 24.685 -26.748 -11.701
H 23.476 -26.011 -10.685
H 21.984 -26.511 -9.070
C 27.948 -29.644 -17.603
C 28.040 -29.278 -16.121
C 26.593 -29.333 -15.648
C 26.454 -29.274 -14.151
C 27.320 -30.317 -13.457
C 28.776 -30.451 -13.981
N 28.761 -30.391 -15.464
O 30.134 -30.393 -15.893
C 29.648 -29.421 -13.260
C 29.194 -31.885 -13.622
C 28.644 -27.883 -16.071
H 27.171 -29.040 -18.093
H 27.659 -30.674 -17.779
H 28.833 -29.394 -18.198
H 26.079 -28.476 -16.103
H 26.083 -30.206 -16.070
H 25.397 -29.359 -13.871
H 26.681 -28.241 -13.848
H 26.888 -31.308 -13.598
H 27.319 -29.973 -12.422
H 29.292 -29.185 -12.254
H 30.696 -29.691 -13.140
H 29.602 -28.461 -13.774
H 30.278 -31.980 -13.659
H 28.930 -32.055 -12.571
H 28.759 -32.695 -14.207
H 29.643 -27.870 -16.503
H 28.786 -27.432 -15.087
H 27.989 -27.192 -16.605
H 30.174 -31.132 -16.516
C 24.922 -36.780 -10.854
C 26.266 -36.559 -10.175
C 27.267 -36.511 -11.352
C 28.648 -35.961 -10.976
C 28.428 -34.540 -10.450
C 27.500 -34.457 -9.250
N 26.297 -35.252 -9.525
O 25.354 -35.203 -8.458
C 28.289 -34.947 -8.015
C 27.115 -32.999 -9.036
C 26.635 -37.724 -9.262
H 24.176 -36.773 -10.048
H 24.759 -37.749 -11.332
H 24.701 -36.041 -11.619
H 27.499 -37.550 -11.618
H 26.875 -35.993 -12.225
H 29.257 -35.928 -11.879
H 29.127 -36.567 -10.204
H 28.073 -33.992 -11.333
H 29.407 -34.121 -10.204
H 27.596 -34.901 -7.157
H 28.514 -36.010 -8.035
H 29.129 -34.316 -7.738
H 26.429 -32.874 -8.196
H 28.028 -32.445 -8.817
H 26.597 -32.598 -9.909
H 25.954 -37.748 -8.410
H 27.642 -37.631 -8.856
H 26.635 -38.662 -9.816
H 25.821 -35.544 -7.682
C 24.776 -23.097 -20.441
C 24.365 -23.614 -19.048
C 24.301 -25.133 -18.956
C 25.711 -25.706 -18.804
C 26.510 -25.011 -17.688
C 26.544 -23.486 -17.708
N 25.184 -23.042 -17.986
O 24.984 -21.645 -17.842
C 27.032 -23.009 -16.340
C 27.559 -22.993 -18.771
C 22.949 -23.090 -18.798
H 25.030 -22.035 -20.396
H 23.928 -23.132 -21.130
H 25.634 -23.619 -20.867
H 23.659 -25.375 -18.108
H 23.870 -25.513 -19.884
H 26.262 -25.589 -19.739
H 25.678 -26.758 -18.519
H 27.527 -25.386 -17.875
H 26.272 -25.359 -16.680
H 26.442 -23.441 -15.528
H 28.084 -23.271 -16.266
H 26.889 -21.929 -16.254
H 27.461 -21.917 -18.923
H 28.553 -23.125 -18.336
H 27.467 -23.555 -19.694
H 22.707 -23.146 -17.732
H 22.227 -23.776 -19.257
H 22.698 -22.079 -19.112
H 24.972 -21.551 -16.885
C 32.321 -27.654 -18.992
C 30.944 -27.091 -19.148
O 30.915 -25.713 -19.468
O 33.069 -27.706 -20.177
H 32.273 -28.627 -18.492
H 32.853 -27.072 -18.216
H 30.316 -27.374 -18.305
H 30.480 -27.655 -19.978
H 31.798 -25.396 -19.679
H 32.671 -27.153 -20.855
C 28.625 -24.812 -12.576
C 28.310 -26.056 -11.750
O 27.304 -25.844 -10.811
O 28.718 -25.182 -13.929
H 29.454 -24.163 -12.262
H 27.765 -24.145 -12.385
H 29.239 -26.527 -11.392
H 28.092 -26.832 -12.503
H 26.483 -26.238 -11.114
H 28.938 -24.482 -14.552
C 31.977 -25.824 -14.386
C 31.395 -25.250 -15.663
O 30.745 -23.972 -15.478
O 33.389 -25.528 -14.252
H 31.943 -26.911 -14.486
H 31.519 -25.494 -13.456
H 30.612 -25.912 -16.035
H 32.146 -25.224 -16.456
H 31.434 -23.313 -15.601
H 33.576 -24.628 -14.531
C 24.534 -33.058 -14.607
C 24.868 -33.154 -13.139
O 23.922 -33.843 -12.408
O 23.107 -32.766 -14.642
H 24.678 -34.048 -15.079
H 25.167 -32.445 -15.247
H 25.056 -32.114 -12.846
H 25.874 -33.607 -13.102
H 24.139 -33.622 -11.495
H 22.842 -33.426 -13.989
C 29.209 -34.738 -19.581
C 29.578 -33.553 -18.703
O 30.949 -33.506 -18.441
O 29.578 -35.967 -18.968
H 29.605 -34.602 -20.596
H 28.126 -34.777 -19.735
H 28.932 -33.601 -17.816
H 29.351 -32.636 -19.240
H 31.257 -34.099 -17.749
H 30.542 -35.945 -18.974
C 32.153 -33.857 -14.331
C 32.773 -34.845 -15.267
O 31.836 -35.231 -16.307
O 31.257 -34.578 -13.468
H 31.580 -33.117 -14.894
H 32.893 -33.403 -13.680
H 33.087 -35.754 -14.755
H 33.624 -34.442 -15.829
H 32.270 -35.908 -16.835
H 30.567 -34.894 -14.066
```

Mulliken population analysis, charges in e, atoms 1 to 8: C -1.0002; C 2.5195; C -0.6657; C 0.0524; C -1.7419; C 1.6471; N 0.2219; O -0.5326